<P>
One molecule with the formula C4H10N2OS, computed with ωB97M-V with the def2-TZVPD basis set.

XYZ file:
```
18
Properties=species:S:1:pos:R:3
C 1.22 2.54 1.09
C -0.42 -1.46 -0.48
C -0.65 -1.06 1.00
C -0.68 -0.24 -1.45
N 0.36 0.01 1.22
N 0.26 0.89 -1.26
O -1.22 1.90 0.54
S 0.14 1.48 0.37
H 0.65 3.51 0.89
H 2.24 2.55 1.18
H 0.68 -1.60 -0.46
H -0.89 -2.38 -0.73
H -1.74 -0.74 1.23
H -0.36 -1.87 1.58
H -0.46 -0.58 -2.42
H -1.63 0.02 -1.54
H 0.44 0.27 2.24
H 1.18 0.54 -1.60
```

Output
- Structure (SMILES): C=S1(=O)NCCCN1
- Kohn-Sham gap: 9.0 eV
- Multiplicity: 1
- LUMO level: 0.78 eV

Atomic partial charges in e from the Löwdin method, atoms 1 to 8: number 1, C, carries -0.229; number 2, C, carries -0.152; number 3, C, carries -0.243; number 4, C, carries -0.229; number 5, N, carries -0.191; number 6, N, carries -0.147; number 7, O, carries -0.332; number 8, S, carries 0.696

<Q>
One molecule with the formula C4H10N2OS, computed with ωB97M-V with the def2-TZVPD basis set.

XYZ file:
```
18
Properties=species:S:1:pos:R:3
C 1.21 -1.21 1.48
C -0.25 -0.10 -0.93
C -0.42 0.42 -2.38
C -1.65 0.56 1.22
H 1.54 -1.13 2.58
H 0.19 -1.80 1.58
H 1.96 -1.83 0.84
H 1.93 0.58 1.21
H -0.89 -0.43 -3.04
H -1.18 1.14 -2.40
H 1.59 0.56 -2.15
H -0.66 0.71 1.64
H -2.09 1.53 0.87
H -2.32 0.38 2.03
N 1.04 0.10 0.94
N 0.90 0.25 -0.44
O 0.85 0.83 -2.88
S -1.75 -0.56 -0.17
```

Output
- Structure (SMILES): CN/N=C(/CO)SC
- Kohn-Sham gap: 9.5 eV
- Multiplicity: 1
- LUMO level: 0.64 eV

Atomic partial charges in e from the Löwdin method, atoms 1 to 8: number 1, C, carries -0.162; number 2, C, carries -0.589; number 3, C, carries -0.275; number 4, C, carries -0.396; number 5, H, carries 0.101; number 6, H, carries 0.085; number 7, H, carries 0.102; number 8, H, carries 0.139

<Q> wins, 1.079 eV ahead of the next structure.

<P>
One molecule with the formula C4H10N2OS, computed with ωB97M-V with the def2-TZVPD basis set.

XYZ file:
```
18
Properties=species:S:1:pos:R:3
C -0.71 -1.18 -0.49
N -0.16 -1.03 0.80
C 0.06 0.37 1.82
N -0.51 -0.12 3.04
O 1.20 0.91 1.81
C 0.24 -0.93 -1.65
C 0.90 0.47 -1.48
S -0.11 1.98 -1.50
H -1.06 -0.25 0.06
H -1.51 -1.89 -0.57
H -0.60 1.08 1.32
H -1.02 0.42 3.72
H -0.96 -1.02 2.93
H -0.18 -0.98 -2.67
H 1.11 -1.59 -1.74
H 1.72 0.66 -2.17
H 1.44 0.55 -0.53
H 0.13 2.54 -2.69
```

Output
- Kohn-Sham gap: 6.7 eV
- Multiplicity: 1
- LUMO level: -2.03 eV

Atomic partial charges in e from the Löwdin method, atoms 1 to 8: number 1, C, carries -0.209; number 2, N, carries 0.196; number 3, C, carries -0.597; number 4, N, carries 0.044; number 5, O, carries -0.052; number 6, C, carries -0.201; number 7, C, carries -0.564; number 8, S, carries 0.711

<Q>
One molecule with the formula C4H10N2OS, computed with ωB97M-V with the def2-TZVPD basis set.

XYZ file:
```
18
Properties=species:S:1:pos:R:3
N -0.53 0.38 -1.94
C 0.07 0.15 -0.65
C 1.44 -0.51 -0.76
S 2.64 0.34 -1.84
C -0.80 -0.76 0.24
N -1.09 -0.39 1.51
C -0.55 0.70 2.34
O -1.30 -1.76 -0.25
H 1.84 0.42 -2.90
H -0.70 -0.49 -2.42
H -1.37 0.93 -1.87
H 0.22 1.12 -0.17
H 1.91 -0.56 0.22
H 1.37 -1.53 -1.14
H -1.79 -0.95 1.98
H -1.38 1.09 2.92
H -0.20 1.50 1.71
H 0.22 0.32 3.00
```

Output
- Structure (SMILES): CNC(=O)[C@H](N)CS
- Kohn-Sham gap: 9.6 eV
- Multiplicity: 1
- LUMO level: 0.69 eV

Atomic partial charges in e from the Löwdin method, atoms 1 to 8: number 1, N, carries 0.049; number 2, C, carries -0.415; number 3, C, carries -0.522; number 4, S, carries 0.697; number 5, C, carries -0.474; number 6, N, carries 0.025; number 7, C, carries -0.058; number 8, O, carries 0.045

<Q> wins, 7.299 eV ahead of the next structure.

<P>
One molecule with the formula C4H6N2S, computed with ωB97M-V with the def2-TZVPD basis set.

XYZ file:
```
13
Properties=species:S:1:pos:R:3
C -2.57 -0.64 -0.25
C 0.27 -0.63 0.31
C 0.10 0.73 0.99
C -1.49 0.26 -1.04
N -3.20 -1.29 0.42
N -0.30 -0.55 -1.03
S -1.17 1.76 0.10
H 1.31 -0.97 0.17
H -0.14 -1.49 0.85
H -0.22 0.45 1.89
H 1.03 1.21 0.99
H -1.82 0.46 -2.16
H 0.39 -0.06 -1.59
```

Output
- Structure (SMILES): N#C[C@@H]1NCCS1
- Kohn-Sham gap: 9.9 eV
- Multiplicity: 1
- LUMO level: 0.59 eV

Atomic partial charges in e from the Löwdin method, atoms 1 to 8: number 1, C, carries -0.231; number 2, C, carries -0.259; number 3, C, carries -0.410; number 4, C, carries -0.523; number 5, N, carries 0.134; number 6, N, carries -0.119; number 7, S, carries 0.833; number 8, H, carries 0.125

<Q>
One molecule with the formula C4H6N2S, computed with ωB97M-V with the def2-TZVPD basis set.

XYZ file:
```
13
Properties=species:S:1:pos:R:3
C -1.80 0.53 0.30
C -0.46 0.02 -0.29
C 2.98 -0.74 0.42
C 3.07 0.69 -0.20
H -1.76 1.46 1.05
H -0.59 -0.83 -1.02
H 3.65 -1.64 0.16
H 2.93 -0.91 1.47
H 3.53 0.73 -1.18
H 2.77 1.60 0.20
N 0.74 0.34 0.20
N 1.84 -0.30 -0.39
S -3.21 -0.23 -0.05
```

Output
- Structure (SMILES): S=C/C=N/N1CC1
- Kohn-Sham gap: 7.9 eV
- Multiplicity: 1
- LUMO level: -1.11 eV

Atomic partial charges in e from the Löwdin method, atoms 1 to 8: number 1, C, carries -0.646; number 2, C, carries -0.202; number 3, C, carries -0.150; number 4, C, carries -0.041; number 5, H, carries 0.093; number 6, H, carries 0.103; number 7, H, carries 0.123; number 8, H, carries 0.073

<P> wins, 2.980 eV ahead of the next structure.

<P>
One molecule with the formula C4H6N2S, computed with ωB97M-V with the def2-TZVPD basis set.

XYZ file:
```
13
Properties=species:S:1:pos:R:3
C 2.89 1.22 0.01
C 2.40 -0.08 -0.07
C 0.01 -1.20 -0.11
C -0.01 1.29 0.03
N 3.26 2.30 0.10
N 0.67 0.06 -0.18
S 3.13 -1.49 -0.15
H -0.69 -1.24 0.73
H -0.54 -1.40 -1.04
H 0.75 -1.99 0.01
H -1.03 1.07 0.35
H 0.47 1.90 0.80
H -0.05 1.87 -0.89
```

Output
- Structure (SMILES): CN(C)C(=S)C#N
- Kohn-Sham gap (alpha / beta): 7.5 / 7.5 eV
- Multiplicity: 1
- LUMO level (alpha / beta): -1.32 / -1.32 eV

Atomic partial charges in e from the Löwdin method, atoms 1 to 8: number 1, C, carries -0.291; number 2, C, carries -0.678; number 3, C, carries -0.152; number 4, C, carries -0.118; number 5, N, carries 0.202; number 6, N, carries -0.207; number 7, S, carries 0.801; number 8, H, carries 0.088

<Q>
One molecule with the formula C4H6N2S, computed with ωB97M-V with the def2-TZVPD basis set.

XYZ file:
```
13
Properties=species:S:1:pos:R:3
C 2.55 -0.57 -0.02
C 1.23 0.09 -0.35
C 0.11 0.49 -0.23
C -1.32 0.90 -0.12
H 3.01 -0.37 1.03
H 2.38 -1.70 0.20
H 3.51 -0.29 -0.81
H -0.75 2.63 -0.52
H -3.20 0.49 0.39
H -1.62 -2.28 0.74
N -1.58 2.13 -0.21
N -2.34 0.03 0.26
S -1.96 -1.56 -0.35
```

Output
- Structure (SMILES): [H]/N=C(\C#CC)NS
- Kohn-Sham gap: 10.0 eV
- Multiplicity: 1
- LUMO level: 0.60 eV

Atomic partial charges in e from the Löwdin method, atoms 1 to 8: number 1, C, carries -0.138; number 2, C, carries -0.094; number 3, C, carries -0.040; number 4, C, carries -0.577; number 5, H, carries 0.082; number 6, H, carries 0.082; number 7, H, carries 0.135; number 8, H, carries 0.059

<P> wins, 1.089 eV ahead of the next structure.

<P>
A 8-piece molecular cluster, H18NO7 overall, computed with ωB97M-V with the def2-TZVPD basis set.

XYZ file:
```
26
Properties=species:S:1:pos:R:3
N 17.43 19.08 7.44
H 17.38 18.85 8.51
H 16.47 19.57 7.27
H 17.59 18.12 6.92
H 18.07 19.78 7.16
O 17.51 21.71 6.19
H 16.88 22.41 5.83
H 18.04 22.25 6.69
O 19.29 18.26 10.06
H 19.91 18.06 9.55
H 19.25 19.23 10.13
O 15.67 17.57 10.32
H 16.23 16.78 10.26
H 15.15 17.42 9.52
O 19.47 16.06 6.35
H 19.10 15.32 6.66
H 19.87 16.57 6.96
O 15.31 18.51 5.07
H 16.13 18.24 4.64
H 14.66 17.78 4.99
O 18.32 18.09 4.56
H 18.28 18.11 3.65
H 18.70 17.38 5.08
O 20.46 20.61 5.68
H 19.56 20.77 5.33
H 20.89 19.97 5.07
```

Output
- Total charge: +1
- Kohn-Sham gap: 11.1 eV
- Multiplicity: 1
- LUMO level: -3.52 eV

Atomic partial charges in e from the Löwdin method, atoms 1 to 8: number 1, N, carries 0.263; number 2, H, carries 0.148; number 3, H, carries 0.164; number 4, H, carries 0.161; number 5, H, carries 0.058; number 6, O, carries -0.035; number 7, H, carries 0.121; number 8, H, carries 0.004

<Q>
A 8-piece molecular cluster, H18NO7 overall, computed with ωB97M-V with the def2-TZVPD basis set.

XYZ file:
```
26
Properties=species:S:1:pos:R:3
N 33.69 18.33 44.84
H 34.29 18.76 44.25
H 34.26 18.19 45.81
H 33.46 17.44 44.57
H 32.81 18.66 44.88
O 35.54 20.24 46.42
H 35.97 20.46 47.20
H 36.16 20.72 45.68
O 35.88 19.34 42.02
H 36.60 19.18 42.52
H 35.78 18.61 41.26
O 34.20 16.04 42.26
H 34.32 15.36 43.00
H 35.14 16.16 42.19
O 31.91 17.47 42.51
H 31.88 18.33 42.02
H 32.74 17.03 42.41
O 33.97 16.31 47.58
H 34.60 15.97 48.10
H 33.68 16.95 48.30
O 33.14 21.17 43.99
H 33.73 21.85 43.92
H 32.87 21.08 43.04
O 31.12 17.16 46.10
H 30.23 16.96 45.68
H 31.49 16.41 46.50
```

Output
- Total charge: +1
- Kohn-Sham gap: 11.2 eV
- Multiplicity: 1
- LUMO level: -3.24 eV

Atomic partial charges in e from the Löwdin method, atoms 1 to 8: number 1, N, carries 0.351; number 2, H, carries 0.050; number 3, H, carries 0.201; number 4, H, carries 0.063; number 5, H, carries 0.062; number 6, O, carries -0.087; number 7, H, carries -0.009; number 8, H, carries 0.144

<P> wins, 0.078 eV ahead of the next structure.

<P>
A 2-piece molecular cluster, C11H15N overall, computed with ωB97M-V with the def2-TZVPD basis set.

XYZ file:
```
27
Properties=species:S:1:pos:R:3
C 0.93 3.38 1.60
C -0.76 0.31 0.21
C -0.32 1.01 1.35
C 0.35 2.20 0.89
C 0.44 2.06 -0.46
C -1.71 -1.38 1.57
C -1.53 -0.83 0.32
C -1.22 -0.73 2.71
C -0.55 0.46 2.61
N -0.25 0.94 -0.89
H -2.26 -2.30 1.66
H -1.86 -1.43 -0.53
H -1.31 -1.25 3.65
H -0.15 0.96 3.48
H -0.44 0.70 -1.85
H 0.91 2.71 -1.17
H 0.39 4.29 1.34
H 1.97 3.52 1.31
H 0.93 3.27 2.69
C 0.29 -1.90 -2.99
C 1.33 -2.56 -2.11
H -0.13 -2.54 -3.77
H -0.54 -1.59 -2.35
H 0.64 -1.09 -3.63
H 2.20 -2.89 -2.69
H 0.95 -3.44 -1.60
H 1.71 -1.86 -1.37
```

Output
- Structure (SMILES): Cc1c[nH]c2ccccc12.CC
- Kohn-Sham gap: 8.7 eV
- Multiplicity: 1
- LUMO level: 0.93 eV

Atomic partial charges in e from the Löwdin method, atoms 1 to 8: number 1, C, carries -0.046; number 2, C, carries -0.225; number 3, C, carries -0.137; number 4, C, carries -0.221; number 5, C, carries -0.064; number 6, C, carries -0.100; number 7, C, carries -0.030; number 8, C, carries -0.108

<Q>
A 2-piece molecular cluster, C11H15N overall, computed with ωB97M-V with the def2-TZVPD basis set.

XYZ file:
```
27
Properties=species:S:1:pos:R:3
C -2.15 -0.79 1.29
C 1.00 1.13 0.82
C 0.23 0.14 1.42
C -1.12 0.23 0.96
C -1.12 1.28 0.10
C 2.37 1.33 0.90
C 3.01 0.56 1.88
C 2.25 -0.42 2.59
C 0.91 -0.58 2.43
N 0.12 1.84 -0.03
H 2.91 2.01 0.26
H 4.03 0.86 2.02
H 0.38 2.42 -0.81
H 2.71 -1.00 3.37
H -2.00 1.59 -0.44
H 0.39 -1.31 3.04
H -3.17 -0.61 0.94
H -2.24 -1.01 2.35
H -1.72 -1.73 0.89
C -1.45 -1.06 -2.70
C -0.18 -0.37 -3.23
H -1.71 -1.00 -1.64
H -2.29 -0.62 -3.25
H -1.46 -2.11 -2.98
H -0.23 0.72 -3.24
H 0.70 -0.74 -2.73
H -0.15 -0.76 -4.24
```

Output
- Structure (SMILES): Cc1c[nH]c2ccccc12.CC
- Kohn-Sham gap: 8.7 eV
- Multiplicity: 1
- LUMO level: 0.93 eV

Atomic partial charges in e from the Löwdin method, atoms 1 to 8: number 1, C, carries -0.053; number 2, C, carries -0.205; number 3, C, carries -0.146; number 4, C, carries -0.247; number 5, C, carries -0.092; number 6, C, carries -0.028; number 7, C, carries -0.078; number 8, C, carries -0.106

<P> wins, 0.360 eV ahead of the next structure.